# 1
Molecular formula: C3H10BNO
Method: DFT, ωB97M-V/def2-TZVPD

Atoms and positions in Å:
B -0.3297 0.8514 0.1720
C -2.5701 -0.1953 -0.0735
C 0.6020 -1.4394 0.0317
C 2.2559 0.4092 -0.0855
N 0.8463 0.0622 0.1106
O -0.4966 2.1987 0.2710
H -2.7522 -0.9406 0.6932
H -2.3644 -0.6486 -1.0410
H -3.1788 0.6398 0.0311
H 0.6755 -1.6358 -1.0807
H 1.3858 -1.8414 0.6093
H -0.4714 -1.6116 0.4769
H 2.3862 1.4898 0.2847
H 2.8229 -0.2461 0.6193
H 2.5707 0.2395 -1.1272
H -1.3820 2.6681 0.1082

Atoms 1-6, force components in eV/Å:
-2.174 -0.870 -0.295
4.332 -0.509 0.422
-2.290 2.543 -1.053
-0.516 1.176 1.604
-1.787 -0.691 0.045
-1.036 1.108 -0.404

The largest force on an atom is 4.382 eV/A. Its HOMO energy is -7.849 eV. The calculation puts the LUMO energy at 0.61 eV. The calculation puts the total energy at -7485.888 eV. The calculation puts the HOMO-LUMO gap at 8.46 eV. As for the spin multiplicity: 1. As for the net charge: 0. As for the relative energy (zero: lowest compared OMol25 entry of this formula, charge and spin): 3.037 eV.


# 2
Molecular formula: C3H10ClN2OS
Method: DFT, ωB97M-V/def2-TZVPD

Atoms and positions in Å:
C 1.7780 -2.2119 1.2893
C -0.9963 0.7397 -1.7291
C 1.0429 0.0083 1.4711
N -2.5182 0.6825 -1.8942
N 1.2391 1.2944 1.4284
O 2.0137 -0.8070 1.3093
S -0.3817 -0.6948 -1.0896
Cl -0.9029 2.3476 -0.5830
H 2.6926 -2.6883 1.6375
H 1.5749 -2.5112 0.2579
H 0.9336 -2.4893 1.9202
H -0.5435 1.1189 -2.6409
H 0.0403 -0.3638 1.6877
H -2.9296 1.6068 -1.6819
H -2.7946 0.3789 -2.8357
H 0.4599 1.9379 1.4834
H 2.1517 1.6605 1.1775
H -2.8599 -0.0088 -1.2082

Atoms 1-6, force components in eV/Å:
-0.212 -1.026 -0.314
0.068 0.497 0.403
-0.538 0.167 -0.022
-0.365 0.327 0.025
0.451 -0.398 0.093
0.362 0.991 0.122

The largest force on an atom is 1.094 eV/A. Its HOMO energy is -11.958 eV. The calculation puts the LUMO energy at -3.13 eV. The calculation puts the total energy at -31651.318 eV. The calculation puts the HOMO-LUMO gap at 8.82 eV. As for the spin multiplicity: 1. As for the net charge: +1. As for the relative energy (zero: lowest compared OMol25 entry of this formula, charge and spin): 0.038 eV.


# 3
Molecular formula: C3H10F9NaO14S3
Method: DFT, ωB97M-V/def2-TZVPD

Atoms and positions in Å:
Na 0.1925 0.0151 0.3841
C -3.3190 2.0663 -2.5210
F -4.2102 3.0215 -2.8700
F -4.0002 0.9425 -2.3179
F -2.4997 1.8867 -3.5603
S -2.3730 2.5559 -1.0130
O -1.1977 1.7134 -1.0948
O -2.1569 3.9669 -1.2036
O -3.2835 2.2067 0.0625
C 3.5256 -0.9826 3.7857
F 3.1692 -2.0970 4.4305
F 4.4840 -0.3908 4.5213
F 4.0946 -1.3564 2.6217
S 2.0814 0.1190 3.4978
O 1.4594 0.2101 4.7940
O 2.7193 1.3320 3.0141
O 1.3437 -0.6132 2.4898
C -1.2783 -1.5821 -3.2115
F -1.2302 -1.3046 -1.9020
F -2.5399 -1.4444 -3.6158
F -0.5345 -0.6529 -3.8565
S -0.6188 -3.2458 -3.5912
O 0.7104 -3.1762 -3.0143
O -1.5500 -4.1311 -2.9236
O -0.6695 -3.2466 -5.0381
O -2.2085 -0.0806 1.4613
H -2.2780 0.3053 2.3392
H -2.5869 0.6026 0.8747
O -0.0363 1.9904 2.0937
H 0.9256 2.1122 2.0963
H -0.3390 2.4574 2.8767
O 2.1229 -0.8844 -0.7149
H 2.4535 -1.0891 -1.5950
H 2.7065 -0.2001 -0.3652
O 2.1446 1.9445 0.0615
H 2.0296 2.4558 -0.7475
H 2.9839 2.2191 0.4466
O -0.2250 -2.4237 0.7623
H 0.5025 -3.0385 0.8918
H -0.5144 -2.1834 1.6506

Atoms 1-6, force components in eV/Å:
-0.405 -0.009 0.019
0.064 0.226 0.072
0.002 -0.082 0.017
-0.089 -0.215 -0.081
-0.051 0.013 -0.120
0.069 -0.049 -0.092

The largest force on an atom is 0.506 eV/A. Its HOMO energy is -3.783 eV. The calculation puts the LUMO energy at 3.76 eV. The calculation puts the total energy at -93325.331 eV. The calculation puts the HOMO-LUMO gap at 7.55 eV. As for the spin multiplicity: 1. As for the net charge: -2.


# 4
Molecular formula: C3H10FN2
Method: DFT, ωB97M-V/def2-TZVPD

Atoms and positions in Å:
C -1.1546 1.1022 -1.0415
C -0.5762 0.0139 -0.1903
N -1.3786 -0.4625 0.8378
F -0.2569 -1.0921 -1.0310
C 0.9302 0.2900 0.3523
N 1.8397 -0.8322 0.2790
H -2.0253 0.6086 -1.5098
H -0.6361 1.6033 -1.7610
H -1.5930 1.8183 -0.3354
H -1.6040 -1.4155 0.7882
H -2.0832 0.1101 1.2502
H 0.8264 0.6743 1.3825
H 1.3249 1.0609 -0.2569
H 2.3754 -1.0990 -0.5098
H 1.4290 -1.6814 0.7304
H 2.5825 -0.6990 1.0155

Atoms 1-6, force components in eV/Å:
-3.151 -1.266 2.569
3.182 -0.786 -0.665
0.150 0.424 0.719
-0.650 -0.154 -0.148
-2.473 2.062 -0.335
1.059 -1.925 4.776

The largest force on an atom is 5.257 eV/A. Its HOMO energy is -13.853 eV. The calculation puts the LUMO energy at -3.76 eV. The calculation puts the total energy at -8963.656 eV. The calculation puts the HOMO-LUMO gap at 10.10 eV. As for the spin multiplicity: 1. As for the net charge: +1. Its SMILES is C[C@@](N)(F)C[NH3+]. As for the relative energy (zero: lowest compared OMol25 entry of this formula, charge and spin): 0.520 eV.


# 5
Molecular formula: C3H10FN2
Method: DFT, ωB97M-V/def2-TZVPD

Atoms and positions in Å:
C -1.3113 0.5068 0.8312
C -0.4536 -0.0149 -1.4598
C -0.6934 -0.4732 -0.0426
N 1.9608 0.9525 0.2274
N -0.3968 -1.7036 0.3410
F 2.5068 -0.3798 0.1303
H -1.5859 0.2746 1.9087
H -2.1919 0.9909 0.4388
H -0.6212 1.4099 0.9684
H -0.4665 1.0965 -1.4888
H -1.2221 -0.4916 -2.0808
H 0.5842 -0.3692 -1.5827
H 2.5466 1.3749 -0.4090
H 2.0691 1.2543 1.2391
H 0.0819 -2.4805 -0.2768
H -0.8069 -1.9476 1.2556

Atoms 1-6, force components in eV/Å:
0.157 1.812 3.247
0.878 -0.088 1.498
0.158 -1.100 -0.919
-1.817 -1.872 2.490
-0.253 0.109 -0.824
-0.429 0.498 0.529

The largest force on an atom is 3.722 eV/A. Its HOMO energy is -14.612 eV. The calculation puts the LUMO energy at -4.35 eV. The calculation puts the total energy at -8961.745 eV. The calculation puts the HOMO-LUMO gap at 10.26 eV. As for the spin multiplicity: 1. As for the net charge: +1. As for the relative energy (zero: lowest compared OMol25 entry of this formula, charge and spin): 2.430 eV.


# 6
Molecular formula: C3H10IN2
Method: DFT, ωB97M-V/def2-TZVPD

Atoms and positions in Å:
C 1.4869 -1.2845 0.4236
C 1.3730 0.2264 0.5448
I 2.0869 1.0398 2.4295
N -0.2234 0.4427 0.4618
C -0.9804 0.2889 -0.9479
N -2.2486 0.8122 -1.0927
H 0.6003 -1.8651 0.8041
H 1.6461 -1.5221 -0.5999
H 2.3417 -1.6841 0.9848
H 1.6680 0.5887 -0.3866
H -0.4433 1.4107 0.7520
H -0.7572 -0.1346 1.1523
H -0.1701 0.7300 -1.5444
H -0.9383 -0.7921 -0.9736
H -2.8325 0.0277 -0.9087
H -2.6092 1.7154 -1.0992

Atoms 1-6, force components in eV/Å:
0.143 -0.942 1.561
-3.404 -1.810 1.574
-0.318 -0.201 -1.212
-0.621 1.556 1.674
2.663 0.794 -0.094
1.136 -3.416 0.690

The largest force on an atom is 4.164 eV/A. Its HOMO energy is -13.841 eV. The calculation puts the LUMO energy at -3.70 eV. The calculation puts the total energy at -14346.292 eV. The calculation puts the HOMO-LUMO gap at 10.14 eV. As for the spin multiplicity: 1. As for the net charge: +1. Its SMILES is C[C@H](I)[NH2+]CN. As for the relative energy (zero: lowest compared OMol25 entry of this formula, charge and spin): 1.105 eV.


# 7
Molecular formula: C3H10INOP
Method: DFT, ωB97M-V/def2-TZVPD

Atoms and positions in Å:
C -2.4833 -0.2945 0.0309
C 2.7012 -1.6424 -1.0141
C -2.2094 1.1285 -0.1640
N -2.3539 1.9846 0.7924
O 3.6156 -0.1892 0.8630
P 2.2104 -0.9239 0.5966
I 0.8639 1.0010 -0.3091
H -2.2393 -0.6280 1.0338
H -3.5580 -0.4416 -0.1119
H -1.9854 -0.9089 -0.7105
H 3.2752 -0.9115 -1.5863
H 3.3422 -2.5016 -0.8065
H 1.8344 -1.9755 -1.5817
H -2.0912 1.5060 -1.1721
H 3.7988 0.1434 1.7451
H -2.2287 2.9791 0.6497
H -2.4927 1.6746 1.7448

Atoms 1-6, force components in eV/Å:
-0.070 -0.419 0.067
0.002 0.218 0.153
-0.519 0.338 0.176
0.144 -0.054 -0.289
0.492 0.126 -0.246
0.006 -0.536 -0.110

The largest force on an atom is 0.644 eV/A. Its HOMO energy is -12.261 eV. The calculation puts the LUMO energy at -4.48 eV. The calculation puts the total energy at -24194.548 eV. The calculation puts the HOMO-LUMO gap at 7.79 eV. As for the spin multiplicity: 1. As for the net charge: +1. As for the relative energy (zero: lowest compared OMol25 entry of this formula, charge and spin): 0.000 eV.


# 8
Molecular formula: C3H10INSSi
Method: DFT, ωB97M-V/def2-TZVPD

Atoms and positions in Å:
C 0.1422 -1.3736 0.7130
C 1.2748 -0.5825 -1.2436
C 0.0139 -0.5477 -0.5056
N -0.6686 0.8037 -0.3406
Si -0.2259 1.9289 0.9589
S -2.0957 0.9956 -1.2372
I -3.5452 -0.2754 0.1908
H 1.1295 -1.0219 1.1630
H -0.5354 -1.3324 1.4508
H 0.2814 -2.4518 0.4161
H 1.4619 0.2824 -1.7980
H 1.3483 -1.4913 -1.9021
H 2.1373 -0.6208 -0.4140
H -0.6107 -1.0783 -1.1274
H -0.5829 1.2912 2.2366
H 1.3505 2.3029 0.9418
H -0.8754 3.1709 0.4975

Atoms 1-6, force components in eV/Å:
4.508 -0.940 -0.668
3.641 -1.168 1.574
-1.934 1.054 0.397
1.072 -0.436 0.010
1.629 0.131 -1.328
2.766 1.939 -1.415

The largest force on an atom is 4.653 eV/A. Its HOMO energy (spin up / spin down) is -6.194 / -9.029 eV. The calculation puts the LUMO energy (spin up / spin down) at 0.64 / -2.72 eV. The calculation puts the total energy at -31573.126 eV. The calculation puts the HOMO-LUMO gap (spin up / spin down) at 6.83 / 6.31 eV. As for the spin multiplicity: 3. As for the net charge: 0. As for the relative energy (zero: lowest compared OMol25 entry of this formula, charge and spin): 1.074 eV.


# 9
Molecular formula: C3H10N
Method: DFT, ωB97M-V/def2-TZVPD

Atoms and positions in Å:
N 0.0729 -1.6131 -1.2186
H -0.4282 -2.1405 -0.5212
H -0.1760 -1.7827 -2.1813
H 0.0372 -0.6223 -0.9977
H 1.1896 -1.6118 -1.1409
C -0.7791 0.5290 1.5096
C -0.2308 0.9822 0.1868
C 1.0495 1.2421 -0.1262
H -1.5057 -0.3526 1.3273
H 0.0360 0.1322 2.2163
H -1.4132 1.3846 2.0011
H -1.0374 1.2441 -0.5751
H 1.3555 1.5050 -1.1345
H 1.8296 1.1038 0.6544

Atoms 1-6, force components in eV/Å:
2.525 1.090 -0.137
-0.612 -0.942 0.781
-0.483 -0.293 -0.809
-0.874 0.503 -0.080
-0.515 -0.961 -0.026
-0.767 -0.464 1.025

The largest force on an atom is 2.754 eV/A. Its HOMO energy (spin up / spin down) is -3.779 / -10.199 eV. The calculation puts the LUMO energy (spin up / spin down) at 1.21 / 0.82 eV. The calculation puts the total energy at -4758.963 eV. The calculation puts the HOMO-LUMO gap (spin up / spin down) at 4.98 / 11.02 eV. As for the spin multiplicity: 2. As for the net charge: 0. As for the relative energy (zero: lowest compared OMol25 entry of this formula, charge and spin): 2.359 eV.


# 10
Molecular formula: C3H10N
Method: DFT, ωB97M-V/def2-TZVPD

Atoms and positions in Å:
N -1.4387 -1.0283 -0.5525
H -1.6231 -1.9802 -0.8163
H -1.5760 -0.8823 0.4733
H -0.4106 -0.7293 -0.7595
H -1.9861 -0.3594 -1.0325
C 0.4103 0.7079 1.3555
C 0.7092 0.9263 -0.0608
C 1.4001 0.0476 -0.8660
H 0.6770 -0.2844 1.7028
H 0.8219 1.4764 2.0229
H -0.6615 0.8400 1.4596
H 0.3261 1.8351 -0.5378
H 1.5521 0.3256 -1.9024
H 1.7992 -0.8951 -0.4865

Atoms 1-6, force components in eV/Å:
1.840 0.278 1.668
-0.299 -0.506 -0.237
0.051 -0.351 -0.932
-0.827 -0.278 0.284
-1.147 0.658 -0.852
-0.481 0.262 0.609

The largest force on an atom is 3.014 eV/A. Its HOMO energy is -14.320 eV. The calculation puts the LUMO energy at -3.87 eV. The calculation puts the total energy at -4755.727 eV. The calculation puts the HOMO-LUMO gap at 10.45 eV. As for the spin multiplicity: 1. As for the net charge: +1. As for the relative energy (zero: lowest compared OMol25 entry of this formula, charge and spin): 1.138 eV.


# 11
Molecular formula: C3H10N
Method: DFT, ωB97M-V/def2-TZVPD

Atoms and positions in Å:
N 0.5818 0.1350 1.8048
H 1.0868 -0.3733 1.0798
H 1.0886 1.0092 1.9383
H -0.3941 0.2872 1.5441
H 0.5017 -0.4596 2.6345
C -0.0250 0.9914 -1.1949
C -0.8614 -0.2666 -1.1046
C -0.3132 -1.4072 -0.6769
H 0.9972 0.7894 -0.8907
H -0.0021 1.4634 -2.1904
H -0.5874 1.7827 -0.6780
H -1.9193 -0.0594 -1.2051
H -0.9007 -2.3113 -0.5789
H 0.7469 -1.5810 -0.4821

Atoms 1-6, force components in eV/Å:
-0.122 -0.286 0.433
-0.420 -0.249 -0.285
-0.204 0.128 0.535
0.113 0.216 -0.719
0.619 0.273 0.232
-1.102 0.254 -0.787

The largest force on an atom is 1.755 eV/A. Its HOMO energy is -13.953 eV. The calculation puts the LUMO energy at -4.12 eV. The calculation puts the total energy at -4755.485 eV. The calculation puts the HOMO-LUMO gap at 9.83 eV. As for the spin multiplicity: 1. As for the net charge: +1. As for the relative energy (zero: lowest compared OMol25 entry of this formula, charge and spin): 1.380 eV.


# 12
Molecular formula: C3H10N
Method: DFT, ωB97M-V/def2-TZVPD

Atoms and positions in Å:
C 2.9959 -1.3294 0.5550
H 3.3015 -2.3280 0.1522
H 3.7754 -0.7594 1.0275
H 2.2886 -1.5447 1.3069
H 2.4478 -0.6962 -0.2850
C -2.0984 -0.1155 0.1856
C -0.8570 1.7041 -0.8178
N -1.9278 1.1156 -0.5456
H -2.1372 -1.0783 -0.4666
H -3.1289 -0.0658 0.6634
H -1.1533 -0.2273 0.8477
H 0.0577 1.2197 -0.3873
H -0.8401 2.6927 -1.1359
H -2.7243 1.4123 -1.1002

Atoms 1-6, force components in eV/Å:
-0.943 0.251 -2.488
0.098 1.155 0.157
0.538 0.096 -0.228
-1.042 -0.182 0.936
1.318 -1.303 1.616
0.398 -2.439 0.713

The largest force on an atom is 4.014 eV/A. Its HOMO energy is -15.832 eV. The calculation puts the LUMO energy at -5.65 eV. The calculation puts the total energy at -4754.724 eV. The calculation puts the HOMO-LUMO gap at 10.19 eV. As for the spin multiplicity: 1. As for the net charge: +1. As for the relative energy (zero: lowest compared OMol25 entry of this formula, charge and spin): 2.142 eV.